# 1
Here is the molecule C19H31N3O4 in a non-equilibrium geometry from the Open Molecules 2025 dataset. Energies are from the ωB97M-V functional and the def2-TZVPD basis.

```
57
Properties=species:S:1:pos:R:3:nbo_charge:R:1
C -2.069 -5.138 0.090 -0.417
C -0.835 -5.231 -0.396 0.027
C -0.543 -5.151 -1.871 -0.651
C 0.366 -5.425 0.499 -0.537
C 1.194 -4.169 0.739 0.687
O 2.348 -4.255 1.127 -0.634
N 0.564 -2.997 0.537 -0.649
C 1.158 -1.687 0.735 -0.054
C 1.740 -1.106 -0.569 -0.420
C 0.744 -0.234 -1.349 -0.028
C -0.547 -1.005 -1.684 -0.410
C -1.479 -0.791 -0.477 -0.413
C -0.677 0.094 0.494 -0.013
C 0.195 -0.720 1.469 -0.234
C -0.586 -1.397 2.591 -0.611
N 0.212 0.780 -0.435 -0.580
C 0.896 1.944 -0.110 0.776
O 1.896 1.960 0.574 -0.551
C 0.309 3.287 -0.591 0.016
C 1.118 3.737 -1.812 -0.613
C -1.165 3.174 -0.958 -0.617
N 0.517 4.208 0.519 -0.641
C 0.101 5.497 0.546 0.891
O -0.555 6.054 -0.303 -0.664
O 0.517 6.079 1.680 -0.519
C 0.161 7.437 1.856 -0.253
H -2.262 -5.208 1.154 0.200
H -2.924 -4.998 -0.561 0.200
H -0.085 -6.080 -2.216 0.224
H -1.450 -4.984 -2.452 0.218
H 0.154 -4.337 -2.084 0.216
H 0.059 -5.792 1.480 0.240
H 1.029 -6.177 0.074 0.241
H -0.390 -3.038 0.210 0.412
H 1.998 -1.846 1.411 0.242
H 2.625 -0.516 -0.327 0.228
H 2.113 -1.923 -1.196 0.215
H 1.203 0.220 -2.225 0.213
H -0.996 -0.610 -2.596 0.218
H -0.345 -2.062 -1.866 0.208
H -2.395 -0.282 -0.777 0.223
H -1.783 -1.734 -0.016 0.199
H -1.311 0.803 1.028 0.214
H 0.843 0.019 1.949 0.226
H -1.300 -2.133 2.213 0.199
H 0.091 -1.914 3.272 0.222
H -1.144 -0.659 3.170 0.212
H 1.052 3.010 -2.626 0.208
H 0.740 4.688 -2.184 0.239
H 2.170 3.868 -1.558 0.222
H -1.322 2.413 -1.723 0.219
H -1.774 2.916 -0.090 0.209
H -1.534 4.120 -1.351 0.246
H 1.139 3.909 1.252 0.427
H 0.560 7.763 2.812 0.193
H 0.579 8.058 1.063 0.190
H -0.923 7.561 1.861 0.190
```

Its SMILES is C=C(C)CC(=O)N[C@H]1C[C@H]2CC[C@@H]([C@H]1C)N2C(=O)C(C)(C)NC(=O)OC. As for the relative energy (zero: lowest compared OMol25 entry of this formula, charge and spin): 95.7 kJ/mol. Its orbital gap is 9.347 eV. As for the electronic energy: -1207.85623 a.u.


# 2
Here is a structure of composition C19H31NO4RhSb from the Open Molecules 2025 dataset. Energies are from the ωB97M-V functional and the def2-TZVPD basis.

```
57
Properties=species:S:1:pos:R:3:nbo_charge:R:1
Rh 1.885 0.706 -0.707 0.458
O 5.886 0.729 0.045 -0.598
C 4.590 0.781 -0.033 0.802
O 3.935 0.286 -0.957 -0.578
C 3.903 1.481 1.095 0.058
C 4.467 2.119 2.185 -0.132
C 3.613 2.715 3.111 -0.137
C 2.234 2.648 2.936 -0.131
C 1.747 2.000 1.814 0.068
N 2.577 1.444 0.934 -0.330
C 0.294 1.770 1.505 0.788
O -0.598 1.900 2.275 -0.478
O 0.083 1.331 0.197 -0.900
H 6.267 0.273 -0.727 0.535
H 5.541 2.146 2.304 0.272
H 4.025 3.226 3.970 0.265
H 1.543 3.085 3.645 0.273
C -3.327 1.523 -0.178 -0.654
C -2.998 0.099 0.260 -0.345
C -3.907 -0.909 -0.447 -0.659
C -3.148 -0.053 1.772 -0.660
Sb -0.938 -0.318 -0.382 2.364
C -0.059 -2.068 0.621 -0.331
C 1.142 -2.640 -0.111 -0.651
C -1.192 -3.093 0.661 -0.659
C 0.315 -1.600 2.024 -0.656
C -0.608 0.040 -2.509 -0.394
C 0.751 -0.549 -2.908 -0.591
C -0.638 1.546 -2.776 -0.648
C -1.695 -0.654 -3.332 -0.648
H -4.324 1.764 0.200 0.254
H -3.366 1.626 -1.263 0.216
H -2.640 2.262 0.236 0.230
H -4.935 -0.643 -0.186 0.256
H -3.755 -1.933 -0.107 0.226
H -3.846 -0.879 -1.534 0.222
H -4.191 0.171 2.012 0.251
H -2.525 0.638 2.335 0.246
H -2.962 -1.072 2.110 0.213
H 0.871 -3.098 -1.063 0.223
H 1.557 -3.431 0.519 0.249
H 1.926 -1.899 -0.276 0.223
H -1.518 -3.403 -0.334 0.227
H -2.050 -2.753 1.238 0.224
H -0.811 -3.988 1.163 0.257
H 1.117 -0.858 2.001 0.209
H 0.695 -2.461 2.580 0.255
H -0.532 -1.195 2.580 0.232
H 1.681 -0.244 -2.368 0.164
H 0.960 -0.264 -3.942 0.264
H 0.766 -1.637 -2.847 0.241
H 0.169 2.089 -2.280 0.226
H -1.584 2.008 -2.495 0.232
H -0.515 1.684 -3.853 0.249
H -1.770 -1.725 -3.136 0.224
H -1.438 -0.534 -4.388 0.252
H -2.671 -0.193 -3.192 0.230
```

As for the net charge: +2. Its orbital gap is 7.550 eV. As for the electronic energy: -1448.52562 a.u.


# 3
Here is the molecule C19H31NOS from the Open Molecules 2025 dataset. Energies are from the ωB97M-V functional and the def2-TZVPD basis.

```
53
Properties=species:S:1:pos:R:3:nbo_charge:R:1
C 6.903 1.558 0.182 -0.745
H 6.850 1.888 1.216 0.208
H 7.551 0.690 0.092 0.206
H 7.272 2.362 -0.445 0.226
S 5.233 1.149 -0.418 0.196
C 4.835 -0.152 0.796 -0.526
H 5.699 -0.808 0.905 0.214
H 4.624 0.326 1.754 0.201
C 3.619 -0.912 0.258 -0.038
N 2.716 0.055 -0.324 -0.473
C 1.995 -0.302 -1.519 -0.201
C 0.630 -0.952 -1.256 -0.415
H 0.136 -1.135 -2.212 0.208
H 0.784 -1.919 -0.771 0.197
C -0.262 -0.087 -0.356 -0.068
C -0.739 1.169 -1.122 -0.065
O -1.670 1.952 -0.417 -0.721
H -2.495 1.459 -0.331 0.472
H 0.108 1.832 -1.300 0.184
H -1.143 0.878 -2.102 0.157
C 0.537 0.350 0.883 -0.418
C 1.930 0.901 0.543 -0.220
H 2.482 1.077 1.467 0.204
H 1.824 1.868 0.040 0.195
H -0.026 1.125 1.407 0.226
H 0.638 -0.505 1.554 0.197
C -1.475 -0.906 0.131 -0.402
C -2.377 -1.467 -0.971 -0.397
H -2.464 -0.755 -1.792 0.196
H -1.941 -2.383 -1.375 0.209
C -3.788 -1.768 -0.444 -0.438
C -4.487 -0.496 -0.056 0.077
C -4.672 -0.152 1.277 -0.259
C -5.261 1.053 1.621 -0.190
C -5.673 1.932 0.635 -0.224
C -5.501 1.596 -0.698 -0.201
C -4.913 0.392 -1.038 -0.267
H -4.786 0.132 -2.080 0.212
H -5.826 2.274 -1.473 0.216
H -6.130 2.873 0.902 0.216
H -5.397 1.306 2.662 0.213
H -4.355 -0.834 2.053 0.212
H -3.721 -2.438 0.416 0.207
H -4.357 -2.275 -1.227 0.215
H -2.067 -0.269 0.794 0.210
H -1.111 -1.738 0.741 0.206
H 2.613 -0.975 -2.118 0.203
H 1.852 0.615 -2.100 0.187
C 3.058 -1.838 1.347 -0.628
H 3.828 -2.541 1.658 0.212
H 2.745 -1.267 2.218 0.204
H 2.210 -2.404 0.971 0.209
H 3.968 -1.534 -0.574 0.203
```

Its SMILES is CSC[C@@H](C)N1CCC(CO)(CCCc2ccccc2)CC1. As for the relative energy (zero: lowest compared OMol25 entry of this formula, charge and spin): 11.9 kJ/mol. Its orbital gap is 8.638 eV. As for the electronic energy: -1270.76066 a.u.


# 4
Here is a structure of composition C19H31OSiY in a non-equilibrium geometry from the Open Molecules 2025 dataset. Energies are from the ωB97M-V functional and the def2-TZVPD basis.

```
53
Properties=species:S:1:pos:R:3:nbo_charge:R:1
Y 0.173 0.866 -0.109 1.406
C 1.990 1.065 1.373 -0.412
C 2.463 0.232 0.334 -0.345
C 2.503 0.985 -0.846 -0.379
H 2.686 -0.815 0.428 0.231
C 2.045 2.287 -0.563 -0.476
C 1.758 2.340 0.820 -0.380
H 1.417 3.205 1.361 0.233
H 1.831 0.768 2.395 0.236
H 2.783 0.613 -1.816 0.224
H 1.950 3.098 -1.265 0.242
C -1.979 0.944 0.978 -0.317
C -1.282 2.097 1.363 -0.399
C -1.063 2.881 0.206 -0.396
H -0.950 2.331 2.361 0.229
C -1.608 2.201 -0.895 -0.381
C -2.169 0.991 -0.415 -0.389
H -2.614 0.213 -1.008 0.240
H -2.240 0.121 1.617 0.249
H -0.557 3.830 0.166 0.235
H -1.619 2.559 -1.909 0.229
O 0.089 -0.118 -2.106 -0.647
C -0.026 0.240 -3.547 0.240
C 0.664 -1.082 -3.915 -0.770
C 0.723 1.503 -3.874 -0.975
C -1.479 0.296 -3.954 -0.858
C 0.578 -1.451 -2.440 -0.141
H 1.678 -0.953 -4.281 0.216
H 0.110 -1.719 -4.599 0.212
H -0.158 -2.202 -2.170 0.192
H 1.509 -1.669 -1.927 0.187
H 0.709 1.669 -4.951 0.234
H 1.759 1.448 -3.552 0.213
H 0.263 2.363 -3.392 0.205
H -1.576 0.018 -5.004 0.223
H -1.895 1.291 -3.831 0.207
H -2.072 -0.398 -3.363 0.214
C -2.053 -1.287 3.753 -1.139
Si -0.450 -1.926 3.023 1.657
C 0.901 -1.438 4.230 -1.160
C -0.541 -3.790 2.996 -1.147
C -0.023 -1.300 1.276 -1.433
H -2.195 -1.728 4.761 0.218
H -2.907 -1.579 3.108 0.233
H -2.007 -0.183 3.860 0.227
H 0.674 -1.859 5.231 0.212
H 1.878 -1.825 3.877 0.233
H 0.943 -0.332 4.310 0.220
H -1.352 -4.113 2.313 0.232
H 0.430 -4.198 2.649 0.229
H -0.749 -4.158 4.023 0.203
H 0.188 -0.445 1.914 0.169
H 0.871 -1.889 1.007 0.216
```

As for the net charge: -2. As for the relative energy (zero: lowest compared OMol25 entry of this formula, charge and spin): 229.5 kJ/mol. Its orbital gap is 1.693 eV. As for the electronic energy: -1145.45504 a.u.